Arrangement P

# C3H2O3

A single C3H2O3 molecule (ωB97M-V/def2-TZVPD, OMol25).

Results
multiplicity	1
E_LUMO	-1.5	eV
gap between HOMO and LUMO	8.2	eV
HOMO level	-9.7690	eV
SMILES	O=CC(=O)C=O

```
8
Properties=species:S:1:pos:R:3:nbo_charge:R:1
O 2.1990 0.2447 0.7152 -0.4357
C 1.0759 -0.1437 0.5511 0.3253
C 0.2234 0.0132 -0.7519 0.3863
O 0.5839 0.0109 -1.9014 -0.4241
C -1.1949 0.1231 -0.1967 0.3292
O -1.5242 -0.7002 0.6285 -0.4748
H 0.4241 -0.5799 1.3341 0.1474
H -1.7871 1.0320 -0.3789 0.1462
```

Arrangement Q

# C3H2O3

A single C3H2O3 molecule (ωB97M-V/def2-TZVPD, OMol25).

Results
multiplicity	1
E_LUMO	0.2	eV
gap between HOMO and LUMO	10.6	eV
HOMO level	-10.4728	eV

```
8
Properties=species:S:1:pos:R:3:nbo_charge:R:1
C -0.9731 -0.0269 -0.3919 0.4053
C 0.1737 -0.2201 0.5888 0.2452
C 1.5686 0.4487 -0.4944 0.4275
O -2.0317 0.4210 -0.0697 -0.4654
O 0.7514 1.0775 0.3914 -0.4649
O 1.2243 -0.7846 -0.1519 -0.4822
H -0.5785 -0.2506 -1.3617 0.1300
H -0.1346 -0.6650 1.4894 0.2045
```

Arrangement R

# C3H2O3

2 unconnected molecules or ions with the total composition C3H2O3 (ωB97M-V/def2-TZVPD, OMol25).

Results
multiplicity	1
E_LUMO	0.3	eV
gap between HOMO and LUMO	9.1	eV
HOMO level	-8.8546	eV

```
8
Properties=species:S:1:pos:R:3:nbo_charge:R:1
O 1.7384 1.8022 0.5425 -0.4489
C 1.4329 0.7254 0.3907 0.4881
C -0.8695 0.3571 -0.7105 0.6168
O -0.9190 1.3168 -1.3827 -0.4508
C -0.8674 -0.7365 0.0400 -0.1931
O 0.2011 -1.5949 0.0805 -0.6970
H 0.9661 -1.0114 0.2941 0.4634
H -1.6826 -0.8587 0.7454 0.2215
```

Arrangement S

# C3H2O3

A molecular structure, C3H2O3 (ωB97M-V/def2-TZVPD, OMol25).

Results
multiplicity	1
E_LUMO	-2.5	eV
gap between HOMO and LUMO	7.8	eV
HOMO level	-10.3077	eV

```
8
Properties=species:S:1:pos:R:3:nbo_charge:R:1
C 1.2473 -0.2000 -0.0732 0.3278
C -0.0447 0.6673 -0.0020 0.3185
C -1.3568 -0.0971 -0.0172 0.3643
H 1.0872 -1.3364 0.2840 0.1162
H -1.0428 -1.4118 0.2892 0.0930
O 2.4130 0.1891 -0.2346 -0.4293
O 0.1928 1.9025 0.0006 -0.3733
O -2.4960 0.2864 -0.2468 -0.4172
```

Least stable of them? arrangement Q.

Arrangement P

# C6H17N2

A molecular structure, C6H17N2 (ωB97M-V/def2-TZVPD, OMol25).

Results
net charge	+1
multiplicity	1
E_LUMO	-3.1	eV
gap between HOMO and LUMO	9.8	eV
HOMO level	-12.8905	eV

```
25
Properties=species:S:1:pos:R:3:nbo_charge:R:1
C -1.8750 0.0037 1.1420 -0.6593
C -2.2778 -0.1512 -1.4216 -0.6537
C 1.8754 -1.4436 0.8025 -0.6498
C -1.4347 -0.5482 -0.2402 -0.1416
C 0.4360 -0.0332 -0.6516 -0.0478
C 1.2287 -0.0268 0.6200 -0.0953
N 0.3144 1.3324 -1.1259 -0.8907
N 2.2801 1.0161 0.4714 -0.6922
H -1.8865 -0.6435 2.0351 0.2380
H -1.1970 0.7425 1.3941 0.1868
H -2.9408 0.4392 1.1117 0.2438
H -1.9348 -0.2982 -2.4475 0.2307
H -3.1945 -0.6915 -1.5191 0.2496
H -2.4886 1.0168 -1.2187 0.1938
H 1.2769 -2.2700 0.4254 0.2546
H 1.6603 -1.6142 1.8223 0.2360
H 2.9068 -1.5662 0.6846 0.2256
H -1.3618 -1.6184 -0.1450 0.2038
H 0.8330 -0.6424 -1.4169 0.2077
H 0.5933 0.1363 1.4684 0.2324
H 1.9414 1.8198 -0.0982 0.4714
H 0.0423 1.2154 -2.1590 0.3974
H 3.0403 0.4554 -0.0066 0.4483
H 2.6117 1.5315 1.2333 0.4345
H -0.4493 1.8382 -0.7607 0.3760
```

Arrangement Q

# C6H17N2

2 unconnected molecules or ions with the total composition C6H17N2 (ωB97M-V/def2-TZVPD, OMol25).

Results
net charge	+1
multiplicity	1
E_LUMO	-8.2	eV
gap between HOMO and LUMO	4.2	eV
HOMO level	-12.3714	eV

```
25
Properties=species:S:1:pos:R:3:nbo_charge:R:1
C 2.3151 2.0689 -0.1210 -0.6175
N -0.5843 -0.4783 -0.6690 -0.1715
C -1.6268 -0.2746 0.1867 -0.3513
C -2.9296 -0.8880 -0.3609 -0.3793
C -4.1802 -0.4676 0.3988 -0.6069
C 2.5480 0.8068 -0.9677 -0.2389
N 3.1652 -0.3426 -0.3251 -0.4653
C 2.4552 -0.8996 0.7695 -0.4100
H 3.2198 2.4778 0.3323 0.2279
H 1.7732 2.7736 -0.7714 0.2357
H -0.5869 -1.4387 -1.0418 0.3541
H -1.8319 0.8321 0.3275 0.2291
H -1.5721 -0.5998 1.2623 0.3253
H -3.0624 -0.7532 -1.4395 0.2338
H -2.8611 -1.9635 -0.1285 0.2207
H -4.3386 0.5994 0.6245 0.2291
H -4.1059 -0.9360 1.3878 0.2177
H -5.0469 -0.7863 -0.2040 0.2530
H 3.1963 1.1789 -1.7599 0.2275
H 1.5571 0.3790 -1.1892 0.2207
H 1.6247 1.8458 0.7064 0.1951
H 4.1757 -0.2916 -0.2599 0.4032
H 1.3495 -0.7411 0.5434 0.1961
H 2.8280 -1.8866 1.0621 0.2418
H 2.5189 -0.2147 1.6368 0.2299
```

Arrangement R

# C6H17N2

A molecular structure, C6H17N2 (ωB97M-V/def2-TZVPD, OMol25).

Results
net charge	+1
multiplicity	1
E_LUMO	-7.9	eV
gap between HOMO and LUMO	5.7	eV
HOMO level	-13.5714	eV

```
25
Properties=species:S:1:pos:R:3:nbo_charge:R:1
C 0.4015 -1.0723 -0.7209 -0.2261
N -1.0540 -1.3864 -0.5285 -0.5004
C -1.5785 -0.9927 0.8012 -0.2326
C -3.0560 -1.4827 0.9665 -0.6303
C 0.7552 0.4014 -0.4119 -0.1793
N 0.5945 0.6701 0.9930 -0.1102
C 1.7184 2.6007 -1.2313 -0.6263
C 2.0166 1.1334 -0.8136 -0.3899
H 0.6130 -1.3778 -1.7671 0.2475
H 1.0841 -1.6269 -0.0465 0.1909
H -1.4962 -1.8167 -1.3127 0.4279
H -1.6290 0.1511 0.8736 0.2646
H -0.8072 -1.3550 1.5000 0.1978
H -3.8265 -0.7518 0.5233 0.2412
H -3.2145 -2.4268 0.3615 0.2356
H -3.3302 -1.6811 2.0541 0.2544
H -0.0222 0.9536 -0.9489 0.2419
H 1.1692 0.1411 4.1337 0.0121
H 0.9801 -0.1314 1.5761 0.3515
H 1.8316 0.4790 3.7748 -0.0104
H 2.6912 2.9995 -1.6307 0.2501
H 0.9264 2.8034 -2.0568 0.2336
H 1.3382 3.3137 -0.2764 0.2397
H 2.7271 1.2573 0.0259 0.2463
H 2.6381 0.5560 -1.5758 0.2704
```

Arrangement S

# C6H17N2

A gas-phase ion, C6H17N2 (charge +1) (ωB97M-V/def2-TZVPD, OMol25).

Results
net charge	+1
multiplicity	1
E_LUMO	-3.3	eV
gap between HOMO and LUMO	9.6	eV
HOMO level	-12.8680	eV
SMILES	CC[C@H]([NH3+])CN(C)C

```
25
Properties=species:S:1:pos:R:3:nbo_charge:R:1
N 0.9990 0.7776 -1.1816 -0.6802
C 0.4727 0.8965 0.2497 -0.0245
C -0.1747 2.2184 0.5339 -0.4418
C -1.5208 2.4752 -0.2063 -0.6276
C -0.3751 -0.3609 0.4485 -0.2469
N 0.4280 -1.5083 0.0544 -0.4860
C -0.3079 -2.4304 -0.7659 -0.4239
C 1.0482 -2.1725 1.2039 -0.4183
H 1.8272 0.1809 -1.1769 0.4602
H 0.3150 0.3291 -1.7938 0.4372
H 1.2432 1.6749 -1.5992 0.4371
H 1.3769 0.7382 0.8397 0.2212
H 0.4767 3.0462 0.3023 0.2248
H -0.3113 2.2767 1.6075 0.2506
H -2.3431 2.5367 0.4886 0.2422
H -1.4796 3.4490 -0.7049 0.2329
H -1.7228 1.7460 -0.9880 0.1939
H -1.2392 -0.2683 -0.2175 0.2073
H -0.7944 -0.3972 1.4564 0.2267
H 0.3073 -3.2952 -1.0514 0.2230
H -0.5812 -2.0336 -1.7445 0.1882
H -1.2244 -2.8322 -0.3522 0.1922
H 0.3516 -2.3650 2.0299 0.1868
H 1.8191 -1.5192 1.6039 0.1975
H 1.4096 -3.1625 0.9635 0.2271
```

Least stable of them? arrangement R.